Entry 1:
A structure of composition C42H31ClF6N8O9PS2Ta in a non-equilibrium geometry. Source: OMol25; level of theory: the ωB97M-V functional and the def2-TZVPD basis.

Geometry as XYZ:
```
101
Properties=species:S:1:pos:R:3:mulliken_charge:R:1
Ta -0.431 1.336 -1.029 1.55
O 3.296 1.129 3.282 -0.53
C 2.652 0.780 2.344 -0.86
N 1.228 1.081 2.265 0.14
C 0.502 -0.095 2.765 0.50
C -0.981 -0.122 2.569 0.40
C -1.767 -0.667 3.578 -0.91
C -3.109 -0.896 3.346 -0.91
C -3.625 -0.576 2.100 -1.17
C -2.785 0.010 1.175 -0.41
N -1.488 0.261 1.395 0.94
C 3.171 -0.124 1.267 0.97
C 4.448 -0.648 1.393 -1.05
C 4.896 -1.524 0.417 -1.06
C 4.043 -1.841 -0.628 -1.34
C 2.787 -1.252 -0.668 -0.39
N 2.347 -0.400 0.252 1.39
H 0.888 -0.987 2.254 -0.86
H 0.730 -0.199 3.827 0.54
H -1.313 -0.923 4.526 0.62
H -3.738 -1.325 4.115 0.51
H -4.660 -0.761 1.850 0.56
H -3.177 0.285 0.205 0.31
H 5.056 -0.366 2.241 0.66
H 5.888 -1.951 0.472 0.52
H 4.342 -2.525 -1.411 0.64
H 2.111 -1.478 -1.486 0.29
O -0.545 -4.216 -3.735 -0.54
C 0.146 -4.763 -2.731 0.38
O 0.768 -5.773 -2.876 -0.53
C 0.124 -4.061 -1.409 -0.20
C 0.669 -4.589 -0.250 0.16
Cl 1.383 -6.083 0.061 -0.10
N 0.514 -3.664 0.735 0.32
N -0.079 -2.563 0.300 0.29
C -0.324 -2.783 -0.986 -0.39
C -0.883 -1.670 -1.748 1.08
O -1.346 -1.680 -2.857 -0.80
O -0.725 -0.493 -1.078 1.12
C 0.938 -3.728 2.104 -0.44
C 2.290 -3.779 2.396 0.12
C 2.686 -3.785 3.725 -0.89
C 1.735 -3.736 4.736 -0.63
C 0.383 -3.686 4.424 -0.80
C -0.026 -3.684 3.099 -0.12
H -1.019 -3.408 -3.476 0.39
H 3.020 -3.817 1.597 0.57
H 3.738 -3.833 3.971 0.44
H 2.050 -3.750 5.771 0.46
H -0.356 -3.671 5.215 0.50
H -1.074 -3.657 2.830 0.53
N -2.039 2.372 -0.374 0.75
P 0.718 2.244 1.195 2.46
C 2.223 3.195 0.868 0.40
C 3.141 2.805 -0.110 0.28
C 4.301 3.531 -0.311 -1.27
C 4.558 4.653 0.465 -0.88
C 3.658 5.041 1.447 -0.93
C 2.493 4.319 1.651 -0.89
C -0.370 3.378 2.076 -0.03
C -0.717 3.156 3.405 -0.65
C -1.520 4.074 4.070 -0.78
C -1.964 5.212 3.416 -0.83
C -1.603 5.446 2.093 -0.67
C -0.809 4.532 1.421 -0.58
C -2.825 2.376 -1.491 0.39
C -4.017 3.019 -1.787 -0.83
C -4.564 2.773 -3.034 -0.56
C -3.936 1.914 -3.941 -1.03
C -2.748 1.325 -3.585 -0.47
N -2.207 1.565 -2.379 0.47
H -2.289 2.908 0.444 -0.07
H 2.975 1.912 -0.693 0.37
H 5.004 3.220 -1.073 0.55
H 5.463 5.224 0.307 0.46
H 3.862 5.909 2.059 0.49
H 1.802 4.633 2.422 0.52
H -0.341 2.289 3.931 0.44
H -1.784 3.903 5.105 0.50
H -2.582 5.929 3.940 0.43
H -1.928 6.349 1.592 0.52
H -0.510 4.730 0.398 0.54
H -4.489 3.673 -1.068 0.57
H -5.498 3.247 -3.308 0.49
H -4.373 1.703 -4.905 0.52
H -2.229 0.632 -4.229 0.54
F 0.026 0.662 -4.671 -0.17
C 1.327 0.376 -4.672 0.75
F 1.502 -0.906 -4.413 -0.17
F 1.867 0.709 -5.817 -0.19
S 2.116 1.349 -3.314 1.17
O 1.320 0.920 -2.109 -1.34
O 3.483 1.006 -3.246 -0.65
N 1.774 2.817 -3.684 -0.56
S 1.061 3.865 -2.779 1.26
O 1.847 4.902 -2.235 -0.59
O 0.175 3.179 -1.770 -0.78
C -0.174 4.603 -3.942 0.57
F 0.464 5.186 -4.927 -0.16
F -0.894 5.473 -3.258 -0.18
F -0.957 3.634 -4.403 -0.15
```

## Properties
E_HOMO	-0.517	Eh
2S+1	1
total charge	+2
relative energy (zero: lowest compared OMol25 entry of this formula, charge and spin)	50.6	kcal/mol
frontier orbital gap	6.99	eV

Entry 2:
A structure of composition C29H48O in a non-equilibrium geometry. Source: OMol25; level of theory: the ωB97M-V functional and the def2-TZVPD basis.

Geometry as XYZ:
```
78
Properties=species:S:1:pos:R:3:mulliken_charge:R:1
C 3.282 3.168 0.096 -1.27
C 3.985 2.237 -1.047 -0.80
H 4.636 2.919 -1.732 0.47
H 3.077 1.813 -1.686 0.19
C 4.655 0.874 -0.639 -1.33
C 3.664 0.059 0.343 0.51
C 3.179 -1.149 0.032 -0.81
C 2.366 -1.916 0.540 0.57
C 3.161 -3.151 0.934 -2.10
H 3.517 -3.780 0.124 0.37
H 4.075 -2.675 1.545 0.33
H 2.559 -3.737 1.594 0.54
H 2.122 -1.614 1.477 0.47
C 1.141 -2.266 -0.064 -0.33
C 0.206 -3.284 0.616 -0.85
H 0.241 -3.047 1.926 0.25
H 0.539 -4.475 0.683 0.12
C -1.261 -3.086 0.343 -1.64
H -1.744 -2.560 1.012 0.39
H -1.697 -3.914 0.020 0.83
C -1.174 -1.995 -0.953 -0.53
C -2.470 -0.985 -0.881 0.19
C -3.624 -1.802 -1.263 -1.10
C -4.892 -1.433 -0.384 -1.61
C -4.952 -0.147 -0.180 -0.66
C -6.042 0.017 0.936 -1.01
H -5.842 -0.382 1.986 0.41
C -6.518 1.616 0.783 0.03
C -5.455 2.359 1.256 -1.39
C -3.970 1.669 1.203 -2.24
H -3.228 2.593 1.012 0.32
H -3.888 1.156 1.951 1.36
C -3.801 0.742 0.005 3.47
C -3.889 1.318 -1.383 -1.59
H -4.707 2.104 -1.380 0.77
H -2.896 2.192 -1.479 0.19
H -3.982 0.761 -2.359 0.13
C -2.525 -0.097 0.411 -1.45
C -1.268 0.762 0.295 -1.79
C -0.160 -0.056 0.624 -0.10
H -0.116 -0.777 1.638 0.18
C 0.041 -1.147 -0.339 1.02
C 0.604 -0.589 -1.816 -1.43
H -0.079 0.008 -2.222 0.81
H 1.510 0.063 -1.707 -0.01
H 1.071 -1.354 -2.625 0.23
H 0.933 0.325 0.665 -0.48
H -0.954 1.163 -0.583 0.45
H -1.312 1.499 1.016 0.74
H -2.769 -0.631 1.117 2.02
H -5.501 2.882 2.084 0.80
H -5.372 3.260 0.376 0.20
O -6.909 1.765 -0.565 -0.57
H -6.459 1.193 -1.017 0.40
H -7.268 1.591 1.617 0.39
H -6.922 -0.563 0.907 0.54
H -5.651 -2.274 -0.571 0.34
H -3.919 -1.889 -2.338 0.17
H -3.407 -2.866 -1.047 0.53
H -2.002 -0.476 -1.624 0.77
H -0.926 -2.601 -1.895 0.52
H 1.486 -2.913 -0.903 0.51
H 3.631 -1.399 -1.162 -0.23
H 3.268 0.482 1.371 0.19
H 5.035 0.385 -1.313 1.90
C 5.875 1.382 0.419 -0.09
C 6.603 0.101 0.870 -1.50
H 5.998 -0.361 1.472 0.50
H 6.858 -0.395 0.015 0.43
H 7.479 0.530 1.872 0.26
C 6.843 2.530 -0.232 -1.84
H 7.158 1.954 -1.203 0.30
H 7.601 2.561 0.225 0.85
H 6.332 3.612 -0.703 0.14
H 5.535 1.808 1.258 0.64
H 2.789 3.991 -0.561 0.33
H 2.472 2.709 0.602 0.25
H 4.028 3.635 0.584 0.45
```

## Properties
E_HOMO	-0.314	Eh
2S+1	1
frontier orbital gap	9.16	eV

Entry 3:
A structure of composition C28H31N5O2PdSb2Se2Te2. Source: OMol25; level of theory: the ωB97M-V functional and the def2-TZVPD basis.

Geometry as XYZ:
```
73
Properties=species:S:1:pos:R:3:mulliken_charge:R:1
Pd -1.186 -0.191 0.846 0.77
N -1.713 2.827 0.926 -0.35
N -3.091 2.738 0.758 -0.41
C -3.682 1.713 0.104 -0.22
N -4.952 1.879 -0.213 -0.30
N -2.948 0.605 -0.128 -0.03
N -3.458 -0.347 -1.002 1.37
O -4.431 -0.122 -1.678 -0.78
O -2.829 -1.393 -1.015 -0.68
H -1.493 2.911 1.913 0.34
H -1.370 3.658 0.455 0.34
H -3.683 3.468 1.125 0.20
H -5.382 2.786 -0.125 0.24
H -5.437 1.159 -0.725 0.15
C 1.081 2.334 -1.345 -0.79
C 2.064 2.668 -0.217 -1.23
C 1.798 1.961 1.112 -0.33
Sb 2.417 -0.098 0.875 1.26
C 3.632 -0.355 2.604 0.29
C 4.255 0.707 3.249 -0.22
C 5.096 0.470 4.329 -0.64
C 5.320 -0.827 4.765 -0.50
C 4.709 -1.893 4.117 -0.66
C 3.874 -1.658 3.036 -0.49
C 0.669 -1.167 1.698 0.14
C 0.588 -1.300 3.111 -0.24
C 0.177 -2.472 3.698 -1.07
C -0.218 -3.555 2.901 -0.58
C -0.188 -3.466 1.520 -0.98
C 0.287 -2.299 0.925 0.53
Sb -0.048 0.500 -1.409 0.90
C -1.506 1.132 -2.807 1.17
C -2.114 2.381 -2.681 -0.74
C -3.051 2.798 -3.612 -0.78
C -3.395 1.966 -4.670 -0.71
C -2.795 0.725 -4.799 -0.76
C -1.849 0.306 -3.871 -0.42
C 0.956 -0.996 -2.493 1.20
C 0.330 -2.225 -2.692 -0.50
C 0.962 -3.197 -3.455 -0.84
C 2.208 -2.941 -4.012 -0.64
C 2.827 -1.714 -3.812 -0.75
C 2.205 -0.739 -3.047 -0.80
H 1.561 2.377 -2.325 0.78
H 0.268 3.060 -1.381 0.37
H 2.037 3.753 -0.079 0.44
H 3.077 2.443 -0.556 0.27
H 0.734 1.974 1.357 -0.45
H 2.336 2.427 1.935 0.87
H 4.104 1.728 2.921 0.35
H 5.580 1.301 4.825 0.41
H 5.977 -1.009 5.605 0.40
H 4.893 -2.907 4.446 0.41
H 3.416 -2.503 2.530 0.37
H 0.917 -0.479 3.738 0.50
H 0.173 -2.571 4.775 0.54
H -0.527 -4.478 3.375 0.48
H -0.477 -4.308 0.905 0.50
H 0.453 -2.296 -0.146 0.40
H -1.853 3.046 -1.866 0.26
H -3.505 3.777 -3.521 0.47
H -4.126 2.292 -5.398 0.43
H -3.056 0.078 -5.626 0.46
H -1.380 -0.662 -3.994 0.44
H -0.651 -2.425 -2.271 0.44
H 0.478 -4.151 -3.617 0.48
H 2.698 -3.700 -4.606 0.42
H 3.796 -1.517 -4.249 0.45
H 2.705 0.210 -2.886 0.36
Se -5.551 -1.337 1.536 -0.33
Te -3.369 -1.871 2.204 0.57
Te -3.134 -1.350 4.885 -0.12
Se -2.205 0.358 3.227 -0.41
```

## Properties
E_HOMO	-0.485	Eh
2S+1	1
total charge	+2
frontier orbital gap	5.85	eV

no.,lowest unoccupied orbital energy (eV),E (eV)
1,-7.08,-135733.104
2,0.60,-32877.089
3,-7.35,-202899.589